[1]
{"formula": "C3H4N2O2", "method": "wB97M-V/def2-TZVPD", "species": ["H", "N", "C", "C", "N", "H", "C", "O", "O", "H", "H"], "xyz": [[-0.28, -0.66, 2.19], [0.61, -0.17, 2.04], [0.66, 0.39, 0.87], [-0.54, 0.60, 0.02], [-1.77, 0.65, 0.22], [-2.08, 1.22, 1.00], [0.18, -0.62, -1.03], [-0.15, -1.77, -1.10], [0.90, 0.02, -1.96], [1.56, 0.90, 0.51], [0.91, -0.56, -2.75]], "mulliken_charge": [0.274, -0.617, -0.195, 0.341, -0.543, 0.288, 0.673, -0.517, -0.439, 0.397, 0.338], "fmax_ha_per_bohr": 0.10552, "smiles": "[H]/N=C\\C(=N/[H])C(=O)O", "orbital_gap_ev": 8.749, "charge": 0, "spin_multiplicity": 1}


[2]
{"formula": "CHF3", "method": "wB97M-V/def2-TZVPD", "species": ["F", "C", "F", "F", "H"], "xyz": [[0.66, -1.14, 0.25], [0.07, 0.03, -0.02], [-0.13, 0.13, -1.30], [-1.06, 0.10, 0.77], [0.46, 0.88, 0.29]], "mulliken_charge": [-0.178, 0.528, -0.182, -0.237, 0.070], "fmax_ha_per_bohr": 0.09433, "smiles": "FC(F)F", "orbital_gap_ev": 14.773, "charge": 0, "spin_multiplicity": 1}


[3]
{"formula": "C33H42Cl3N2O9S6SiSn", "method": "wB97M-V/def2-TZVPD", "species": ["Sn", "O", "C", "O", "C", "C", "C", "C", "C", "C", "O", "N", "O", "O", "N", "O", "O", "H", "H", "Cl", "C", "C", "C", "Cl", "C", "O", "C", "Cl", "C", "H", "H", "O", "S", "C", "C", "C", "C", "H", "H", "H", "H", "H", "H", "H", "H", "C", "S", "C", "C", "S", "S", "C", "S", "S", "H", "H", "H", "C", "C", "C", "C", "Si", "C", "C", "C", "C", "C", "C", "C", "C", "H", "H", "H", "H", "H", "H", "H", "H", "H", "H", "H", "H", "H", "H", "H", "H", "H", "H", "H", "H", "H", "H", "H", "H", "H", "H", "H"], "xyz": [[0.60, 0.44, 0.53], [1.07, 4.50, 1.16], [0.45, 3.55, 0.73], [0.98, 2.52, 0.11], [-1.06, 3.56, 0.78], [-1.68, 4.78, 0.66], [-3.07, 4.86, 0.61], [-3.85, 3.73, 0.70], [-3.23, 2.52, 0.88], [-1.82, 2.36, 0.93], [-1.30, 1.20, 1.10], [-4.11, 1.36, 0.98], [-5.14, 1.37, 0.33], [-3.80, 0.45, 1.73], [-3.71, 6.16, 0.46], [-3.00, 7.14, 0.33], [-4.93, 6.20, 0.47], [-1.08, 5.67, 0.59], [-4.93, 3.80, 0.64], [6.57, -4.46, 1.78], [5.06, -3.61, 1.60], [5.06, -2.25, 1.37], [3.86, -1.58, 1.23], [3.93, 0.12, 0.91], [2.59, -2.21, 1.30], [1.45, -1.62, 1.15], [2.68, -3.60, 1.55], [1.21, -4.51, 1.71], [3.87, -4.29, 1.70], [5.99, -1.70, 1.30], [3.85, -5.36, 1.89], [-1.15, -1.22, 0.13], [-1.45, -2.53, 0.83], [-3.26, -2.68, 0.85], [-3.57, -3.27, 2.21], [-2.80, -2.39, 3.20], [-1.39, -2.21, 2.62], [-3.58, -3.27, 0.00], [-3.64, -1.66, 0.77], [-3.21, -4.31, 2.27], [-4.64, -3.29, 2.41], [-2.75, -2.82, 4.20], [-3.29, -1.42, 3.27], [-0.64, -2.87, 3.04], [-1.04, -1.18, 2.69], [-1.01, 2.49, 4.97], [-1.56, 0.79, 4.78], [-0.07, -0.14, 4.79], [1.02, -0.02, 3.99], [1.29, 1.23, 2.80], [2.31, -1.16, 4.30], [1.54, -2.07, 5.55], [2.21, -3.38, 6.29], [-0.02, -1.44, 5.95], [-1.92, 3.07, 5.08], [-0.46, 2.83, 4.10], [-0.41, 2.60, 5.87], [-1.88, -1.17, -2.88], [-1.09, 0.14, -2.90], [-1.90, 1.18, -2.10], [-1.04, 0.57, -4.38], [0.73, 0.04, -2.20], [1.83, 1.52, -2.83], [2.32, 1.21, -4.26], [1.10, 2.87, -2.91], [3.10, 1.72, -1.98], [1.53, -1.68, -2.55], [1.38, -2.04, -4.05], [0.85, -2.81, -1.76], [3.02, -1.70, -2.23], [-2.88, -0.96, -3.28], [-2.00, -1.56, -1.87], [-1.44, -1.94, -3.51], [-2.89, 1.29, -2.55], [-1.43, 2.16, -2.08], [-2.03, 0.83, -1.08], [-2.07, 0.59, -4.76], [-0.49, -0.14, -4.99], [-0.62, 1.56, -4.54], [1.51, 1.04, -4.97], [2.99, 0.35, -4.30], [2.89, 2.07, -4.63], [0.28, 2.88, -3.61], [1.82, 3.63, -3.25], [0.73, 3.19, -1.94], [3.70, 0.82, -1.91], [2.86, 2.07, -0.98], [3.71, 2.49, -2.46], [0.34, -2.13, -4.35], [1.85, -3.01, -4.22], [1.86, -1.32, -4.71], [-0.20, -2.93, -2.03], [0.91, -2.65, -0.69], [1.36, -3.75, -1.99], [3.60, -1.06, -2.88], [3.40, -2.73, -2.36], [3.22, -1.42, -1.20]], "mulliken_charge": [0.418, -0.745, -0.108, -0.661, 0.629, -0.248, -1.042, -0.373, 0.003, -0.049, 0.801, 1.007, -0.668, -0.495, 1.024, -0.642, -0.658, 0.616, 0.644, -0.266, 0.184, -0.748, 0.754, -0.082, -1.203, -0.314, 0.698, -0.227, -0.656, 0.463, 0.452, -1.276, 0.394, -0.426, -0.913, -0.668, 1.073, 0.575, -0.009, 0.261, 0.443, 0.441, 0.221, 0.626, -1.465, -0.644, 0.078, 0.122, 0.191, -0.385, 0.054, 0.084, -0.237, -0.191, 0.399, 0.012, 0.340, -2.210, 3.835, -1.819, -1.845, -1.360, 3.215, -2.007, -1.879, -1.557, 3.089, -1.762, -1.409, -2.147, 0.643, 0.075, 0.388, 0.662, 0.221, -0.173, 0.578, 0.344, 0.337, 0.295, 0.395, 0.591, 0.271, 0.655, -0.058, 0.255, -0.007, 0.571, 0.329, 0.585, 0.318, 0.282, -0.270, 0.712, 0.340, 0.618, 0.289], "fmax_ha_per_bohr": 0.01827, "orbital_gap_ev": 7.532, "charge": -1, "spin_multiplicity": 1}


[4]
{"formula": "C5H12O2", "method": "wB97M-V/def2-TZVPD", "species": ["C", "C", "C", "O", "O", "H", "H", "H", "H", "H", "H", "C", "C", "H", "H", "H", "H", "H", "H"], "xyz": [[-0.87, 1.85, -0.45], [-2.07, -0.44, -0.50], [-0.80, 0.34, -0.13], [-1.82, 2.51, 0.38], [-0.34, 0.09, 1.10], [-1.62, 2.25, 1.29], [-1.18, 2.02, -1.48], [0.13, 2.28, -0.31], [-2.28, -0.37, -1.57], [-1.96, -1.49, -0.23], [-2.92, -0.03, 0.05], [1.49, -0.87, 0.21], [2.77, -1.56, 0.47], [3.63, -0.99, 0.13], [2.79, -2.57, 0.05], [2.87, -1.68, 1.56], [0.62, -1.50, 0.11], [1.53, 0.20, 0.18], [0.02, -0.05, -0.88]], "mulliken_charge": [-0.500, -1.428, 0.588, -0.519, -0.654, 0.331, 0.334, 0.265, 0.336, 0.333, 0.320, -0.157, -1.153, 0.310, 0.310, 0.294, 0.317, 0.300, 0.373], "fmax_ha_per_bohr": 0.02446, "orbital_gap_ev": [8.733, 7.959], "charge": 0, "spin_multiplicity": 1}


[5]
{"formula": "C6H16N2O", "method": "wB97M-V/def2-TZVPD", "species": ["C", "C", "C", "N", "H", "H", "H", "H", "H", "H", "H", "C", "C", "C", "N", "O", "H", "H", "H", "H", "H", "H", "H", "H", "H"], "xyz": [[2.14, -1.75, 0.47], [2.49, -1.58, 1.88], [2.16, -0.67, -0.48], [1.06, -1.36, 1.98], [0.49, -2.18, 2.12], [1.81, -2.73, 0.16], [2.86, -2.45, 2.42], [3.06, -0.68, 2.12], [1.32, 0.09, -0.10], [1.88, -0.96, -1.49], [3.09, -0.09, -0.46], [-1.41, 0.99, -0.99], [-1.68, 2.44, -0.59], [-2.62, 0.35, -1.67], [-1.02, 0.13, 0.14], [0.15, 0.67, 0.78], [0.57, -0.39, 1.55], [-1.76, 0.20, 0.84], [-0.56, 0.97, -1.68], [-2.57, 2.50, 0.04], [-0.83, 2.83, -0.03], [-1.85, 3.07, -1.47], [-2.90, 0.92, -2.56], [-3.48, 0.33, -1.00], [-2.40, -0.68, -1.97]], "mulliken_charge": [0.101, -0.391, -0.871, -0.442, 0.231, 0.308, 0.306, 0.232, 0.277, 0.303, 0.338, 0.544, -1.341, -1.481, -0.295, -0.799, 0.404, 0.284, 0.191, 0.303, 0.341, 0.376, 0.383, 0.326, 0.372], "fmax_ha_per_bohr": 0.02804, "orbital_gap_ev": 8.047, "charge": 0, "spin_multiplicity": 1}


[6]
{"formula": "ClFH2Si", "method": "wB97M-V/def2-TZVPD", "species": ["F", "Si", "Cl", "H", "H"], "xyz": [[0.26, 0.22, -1.99], [-0.32, -0.35, -0.60], [-1.78, -1.70, -0.69], [-0.64, 0.96, -0.17], [0.67, -0.80, 0.27]], "mulliken_charge": [-0.267, 0.690, -0.177, -0.127, -0.118], "fmax_ha_per_bohr": 0.03893, "smiles": "F[SiH2]Cl", "orbital_gap_ev": 12.353, "charge": 0, "spin_multiplicity": 1}


In eV, the total energy values for the records above are, in order, -10248.05677; -9205.37638; -172598.41084; -9470.22428; -11504.81039; -23152.36194.
In kcal per mole, the relative energy (zero: lowest compared OMol25 entry of this formula, charge and spin) values for the records above are, in order, 97.0; 12.8; 19.8; 113.3; 120.9; 10.1.